# 1
Molecular formula: C21H36NOS3Si3Ti
Method: DFT, the ωB97M-V functional and the def2-TZVPD basis

Orbital gap (alpha / beta)   4.89 / 7.31 eV
HOMO energy (alpha / beta)   -0.084 / -0.173 hartree
E_LUMO (alpha / beta)   2.61 / 2.61 eV

Structure (ORCA input):
```
! RIJCOSX wB97M-V def2-TZVPD def2/J DEFGRID3
* xyz -1 3
Ti -0.1295 0.2281 0.0981
S 0.7847 -1.0737 1.8567
C 2.2650 -0.1968 2.2651
C 3.0388 -0.6448 3.3412
C 4.2025 0.0031 3.7209
C 4.6191 1.1334 3.0261
C 3.8647 1.5891 1.9569
C 2.6939 0.9358 1.5571
S 1.8050 1.5906 0.1682
H 2.7041 -1.5248 3.8773
H 4.7866 -0.3725 4.5527
H 5.5305 1.6483 3.3087
H 4.1706 2.4719 1.4059
C -2.2128 -2.4005 0.0643
O -1.9707 -1.0079 0.2438
Si -2.9712 0.2709 -0.2536
C -4.6185 0.0553 0.6203
C -3.3434 0.0147 -2.0681
C -1.8213 1.6183 0.2109
Si -1.5690 2.9735 -1.0393
C -0.4441 4.3713 -0.4886
C -0.8225 2.3314 -2.6446
C -3.2082 3.7897 -1.4973
Si -1.9198 2.1979 1.9841
C -2.4584 0.8314 3.1637
C -0.2980 2.8198 2.6970
C -3.1812 3.5860 2.1702
H -3.2120 -2.6533 0.4305
H -1.4675 -2.9520 0.6318
H -2.1227 -2.6759 -0.9855
H -5.2634 -0.6296 0.0631
H -5.1340 1.0207 0.6972
H -4.4912 -0.3363 1.6308
H -4.0915 -0.7734 -2.1897
H -2.4390 -0.2769 -2.6138
H -3.7357 0.9270 -2.5303
H 0.5942 4.0344 -0.4576
H -0.6983 4.7544 0.5069
H -0.5175 5.2004 -1.2005
H -0.1120 1.5249 -2.4593
H -0.2767 3.1274 -3.1629
H -1.5810 1.9345 -3.3264
H -3.6636 4.2602 -0.6189
H -3.9219 3.0547 -1.8865
H -3.0619 4.5604 -2.2622
H -1.9123 -0.0920 2.9487
H -3.5314 0.6248 3.1037
H -2.2304 1.1224 4.1947
H 0.3712 3.2142 1.9321
H 0.2259 1.9961 3.1931
H -0.4780 3.6083 3.4390
H -4.1680 3.2519 1.8264
H -2.9020 4.4650 1.5779
H -3.2722 3.8973 3.2174
S 0.2525 -1.2181 -1.8529
C 1.9472 -1.5916 -2.1210
N 2.8750 -0.5499 -2.1722
C 4.2210 -0.8177 -2.3993
C 4.6482 -2.0707 -2.6815
C 3.7239 -3.1498 -2.6902
C 2.3724 -2.8620 -2.3917
H 2.6441 0.2732 -1.6391
H 4.8798 0.0376 -2.3498
H 5.6954 -2.2374 -2.9007
H 4.0483 -4.1625 -2.8857
H 1.6302 -3.6504 -2.3739
*
```

Mulliken population analysis, charges in e, atoms 1 to 2: 0.264 -0.614

***

# 2
Molecular formula: C7H8
Method: DFT, the ωB97M-V functional and the def2-TZVPD basis

Orbital gap   9.43 eV
Relative energy (zero: lowest compared OMol25 entry of this formula, charge and spin)   171.3 kJ/mol
HOMO energy   -0.314 hartree
SMILES   Cc1ccccc1
E_LUMO   0.88 eV

Structure (ORCA input):
```
! RIJCOSX wB97M-V def2-TZVPD def2/J DEFGRID3
* xyz 0 1
C -0.7456 0.0750 -2.0145
C -0.3385 -0.2635 -0.5720
C 0.8327 -0.9239 -0.2879
C 1.4904 -0.6676 0.9662
C 0.9269 0.4057 1.7062
C -0.4766 0.6278 1.6196
C -1.1888 0.1649 0.4948
H -1.5816 0.8250 -2.0563
H 0.1045 0.5646 -2.5222
H -0.9089 -0.7000 -2.7608
H 1.2894 -1.4333 -1.1295
H 2.3157 -1.2831 1.4346
H 1.6250 0.9422 2.4308
H -1.0029 1.2906 2.3490
H -2.3419 0.3757 0.3420
*
```

Mulliken population analysis, charges in e, atoms 1 to 2: -1.242 0.543

***

no.,DFT total energy (Ha)
1,-3864.595614
2,-271.466199